w.
Computed, not measured: C3H5NO2S in the gas phase, with the ωB97M-V functional and the def2-TZVPD basis.

Cartesian coordinates (Å):
1 C 1.0164 1.3368 -0.2485
2 C -0.5081 -0.0043 0.8010
3 C -1.3990 -0.7904 -0.1566
4 N -0.1996 1.2236 0.1001
5 O 2.4335 -0.6669 -1.2281
6 O 0.6207 -0.7217 1.1078
7 S 2.1476 -0.0979 0.0856
8 H 1.2316 2.2142 -1.0007
9 H -0.9044 0.3392 1.7862
10 H -1.5689 -0.0287 -0.9236
11 H -2.2904 -1.3351 0.2034
12 H -0.5793 -1.4688 -0.5266

The frontier orbital gap comes out at 9.62 eV. The total charge is 0.

natural (NBO) population analysis, charges in e, atoms 1 to 2: -0.1771, 0.1891

x.
Computed, not measured: C3H5NO2S in the gas phase, with the ωB97M-V functional and the def2-TZVPD basis.

Cartesian coordinates (Å):
1 O 2.6140 2.1640 0.0334
2 C 2.2190 1.0485 0.2295
3 O 1.3033 0.5847 -0.5535
4 C 0.6675 -0.6649 -0.3884
5 C -0.7542 -0.4434 -0.0424
6 N -1.1985 0.6886 -0.4043
7 S -2.6506 1.3128 -0.0306
8 H 2.7608 0.4012 0.8635
9 H 1.3632 -1.3197 0.1923
10 H 0.6331 -1.0412 -1.4149
11 H -1.3652 -1.1762 0.6747
12 H -2.1955 2.4293 -0.7678

The frontier orbital gap comes out at 9.81 eV. The total charge is 0.

natural (NBO) population analysis, charges in e, atoms 1 to 2: -0.5601, 0.6322

y.
Computed, not measured: C3H5NO2S in the gas phase, with the ωB97M-V functional and the def2-TZVPD basis.

Cartesian coordinates (Å):
1 C -2.4746 -0.4504 0.4266
2 C -0.3955 1.0172 0.0896
3 C 0.9579 0.6084 -0.4353
4 N -1.1685 -0.1627 0.2003
5 O -5.0450 -0.3713 0.1466
6 O -0.7986 2.1242 0.3400
7 S -3.8288 0.2516 -0.3485
8 H -2.8252 -1.3349 0.9514
9 H -0.7103 -0.9734 0.5518
10 H 1.5245 1.5144 -0.2133
11 H 0.9266 0.4646 -1.6145
12 H 1.2259 -0.2760 -0.0456

The frontier orbital gap (alpha / beta) comes out at 8.18 / 8.18 eV. The total charge is 0.

natural (NBO) population analysis, charges in e, atoms 1 to 2: -0.2837, 0.6933

z.
Computed, not measured: C3H5NO2S in the gas phase, with the ωB97M-V functional and the def2-TZVPD basis.

Cartesian coordinates (Å):
1 C -0.5648 -1.8489 -1.2097
2 C -0.3153 -0.4242 -0.8959
3 C 0.3259 0.1632 0.1148
4 N 0.4766 1.5638 0.2731
5 S 0.5641 2.2413 1.6175
6 O 0.7503 3.6529 1.6219
7 O 0.6091 1.5665 2.8382
8 H 0.4687 -2.3727 -1.0817
9 H -1.2033 -2.2912 -0.3408
10 H -1.0887 -2.0306 -2.1098
11 H -0.8092 0.2558 -1.6529
12 H 0.7866 -0.4757 0.8252

The frontier orbital gap comes out at 9.10 eV. The total charge is 0.

natural (NBO) population analysis, charges in e, atoms 1 to 2: -0.6538, -0.1572

y comes first in stability; the runner-up is 0.0128 hartree higher.

w.
Computed, not measured: 2 unconnected molecules or ions with the total composition C3H5NO2S, with the ωB97M-V functional and the def2-TZVPD basis.

Cartesian coordinates (Å):
1 C 0.7787 0.3986 -0.8546
2 C 1.4833 -0.8870 -0.7603
3 C -0.5042 0.6129 -0.1227
4 N 2.7230 -1.2760 -0.2285
5 O 2.9828 -0.9150 0.8755
6 O 3.4598 -1.9803 -0.8727
7 S 0.8363 -0.7830 -2.3070
8 H 1.2408 1.3077 -1.1620
9 H 0.4071 -3.0141 0.4667
10 H -1.0383 1.4828 -0.3265
11 H -0.3687 0.6754 0.9985
12 H -1.1762 -0.1659 -0.2297

The frontier orbital gap (alpha / beta) comes out at 8.55 / 8.64 eV. The total charge is 0.

natural (NBO) population analysis, charges in e, atoms 1 to 2: -0.2576, -0.0790

x.
Computed, not measured: 2 unconnected molecules or ions with the total composition C3H5NO2S, with the ωB97M-V functional and the def2-TZVPD basis.

Cartesian coordinates (Å):
1 N -2.3946 0.6921 2.9680
2 S -3.1391 1.5489 2.1455
3 O -3.9248 2.7052 2.1261
4 O -3.1678 1.0994 0.5120
5 H -2.7116 0.3511 0.3951
6 C -0.6793 -0.5541 1.4896
7 C -0.4113 -0.0053 0.4293
8 C 0.0236 0.2707 -0.9060
9 H -1.0946 -0.9373 2.3264
10 H 0.5791 -0.5765 -1.2707
11 H 0.8306 1.1602 -0.8484
12 H -0.8026 0.6273 -1.5361

The frontier orbital gap comes out at 9.54 eV. The total charge is 0.

natural (NBO) population analysis, charges in e, atoms 1 to 2: -0.8956, 2.0881

y.
Computed, not measured: C3H5NO2S in the gas phase, with the ωB97M-V functional and the def2-TZVPD basis.

Cartesian coordinates (Å):
1 C -1.5275 0.1400 -1.9075
2 N -1.2964 0.4656 -0.4896
3 C -0.3050 0.2259 0.2978
4 S -0.2758 0.4884 1.9034
5 C 0.9769 -0.3930 -0.4144
6 O 1.0038 -0.4795 -1.5982
7 O 1.9436 -0.9267 0.4314
8 H -0.8850 0.7621 -2.4519
9 H -2.4762 0.4943 -2.1975
10 H -1.4168 -0.9860 -2.1495
11 H -2.0309 0.9758 -0.1476
12 H 1.8511 -0.9068 1.3986

The frontier orbital gap comes out at 8.81 eV. The total charge is 0.

natural (NBO) population analysis, charges in e, atoms 1 to 2: -0.4062, -0.5275

z.
Computed, not measured: C3H5NO2S in the gas phase, with the ωB97M-V functional and the def2-TZVPD basis.

Cartesian coordinates (Å):
1 C -0.9261 1.0941 -1.3666
2 O -1.0164 -0.1511 -0.6622
3 C -0.0892 -0.4040 0.2278
4 C -0.2758 -1.7404 0.8562
5 O 0.4668 -2.1992 1.6980
6 N 0.8746 0.4014 0.4516
7 S 2.1143 0.0769 1.5720
8 H -1.7441 1.1369 -2.0914
9 H -1.0321 1.8613 -0.5715
10 H -0.0165 1.0721 -1.9782
11 H -1.1656 -2.3213 0.5185
12 H 2.8100 1.1733 1.3458

The frontier orbital gap comes out at 8.59 eV. The total charge is 0.

natural (NBO) population analysis, charges in e, atoms 1 to 2: -0.2614, -0.4793

y comes first in stability; the runner-up is 0.0433 hartree higher.

w.
Computed, not measured: 2 unconnected molecules or ions with the total composition C12H20O, with the ωB97M-V functional and the def2-TZVPD basis.

Cartesian coordinates (Å):
1 C -2.3457 0.2787 -0.3161
2 C -1.9791 0.7939 1.0567
3 C -1.0986 2.0371 1.0119
4 C -0.3012 2.3205 -0.0825
5 C 0.4394 3.5091 -0.1357
6 C 0.2946 4.4256 0.8890
7 O 0.8111 5.6878 0.8652
8 C -0.2723 4.0505 2.1237
9 C -0.9999 2.8851 2.1386
10 H -3.0448 -0.5600 -0.2170
11 H -1.4979 -0.1696 -0.8416
12 H -2.8016 1.0272 -0.9609
13 H -2.9148 0.8851 1.6232
14 H -1.4955 -0.0032 1.6330
15 H -0.1889 1.6358 -0.9106
16 H 1.0442 3.7734 -0.9940
17 H 1.1156 5.9069 -0.0053
18 H -0.1255 4.6019 3.0382
19 H -1.6950 2.6416 2.9362
20 C -0.1065 -3.1701 -0.3883
21 C 1.3472 -2.8827 -0.7284
22 C 2.3184 -3.9431 -0.2161
23 C 1.4245 -2.8289 -2.2535
24 H -0.3620 -3.0610 0.6847
25 H -0.3238 -4.2469 -0.3998
26 H -0.8518 -2.5189 -0.8312
27 H 1.5557 -1.8731 -0.3610
28 H 1.9986 -4.9648 -0.4673
29 H 3.2465 -3.9561 -0.7804
30 H 2.5225 -3.8512 0.8452
31 H 0.8498 -1.9682 -2.6092
32 H 2.4411 -2.7356 -2.6473
33 H 0.9958 -3.7269 -2.6995

The frontier orbital gap comes out at 9.12 eV. The total charge is 0.

natural (NBO) population analysis, charges in e, atoms 1 to 2: -0.6040, -0.4210

x.
Computed, not measured: 2 unconnected molecules or ions with the total composition C12H20O, with the ωB97M-V functional and the def2-TZVPD basis.

Cartesian coordinates (Å):
1 C -4.0403 0.9865 1.6600
2 C -3.9464 1.3281 0.1665
3 C -2.6282 1.9751 -0.2140
4 C -2.4820 3.3564 -0.1483
5 C -1.2874 3.9566 -0.5467
6 C -0.2408 3.1648 -0.9988
7 O 0.9960 3.7144 -1.2798
8 C -0.3548 1.7823 -1.0296
9 C -1.5775 1.2097 -0.7062
10 H -3.0813 1.0505 2.1875
11 H -4.3285 -0.0637 1.7774
12 H -4.8065 1.4889 2.2542
13 H -4.0999 0.4306 -0.4174
14 H -4.7411 2.0009 -0.1481
15 H -3.2364 3.9991 0.2888
16 H -1.2089 5.0341 -0.5559
17 H 0.8544 4.6055 -1.6466
18 H 0.4822 1.2570 -1.4555
19 H -1.7177 0.1425 -0.7898
20 C 1.6617 -3.3798 -0.4333
21 C 2.7882 -2.7352 0.4004
22 C 3.6711 -3.8392 1.0303
23 C 3.6222 -1.7463 -0.4305
24 H 1.0755 -4.0217 0.2371
25 H 2.0853 -4.0922 -1.1394
26 H 1.0178 -2.6093 -0.8517
27 H 2.3145 -2.1718 1.1968
28 H 3.6492 -3.7832 2.1184
29 H 3.3604 -4.8235 0.7042
30 H 4.7188 -3.6837 0.7675
31 H 3.0553 -1.3186 -1.2585
32 H 4.0016 -0.9418 0.1971
33 H 4.4238 -2.2731 -0.9358

The frontier orbital gap comes out at 9.35 eV. The total charge is 0.

natural (NBO) population analysis, charges in e, atoms 1 to 2: -0.6185, -0.4211

x comes first in stability; the runner-up is 0.0063 hartree higher.

w.
Computed, not measured: a molecular structure, CHNO4S, with the ωB97M-V functional and the def2-TZVPD basis.

Cartesian coordinates (Å):
1 C 0.0704 0.8635 -0.2402
2 N 0.4840 1.9347 -0.5722
3 O -0.8085 -1.4456 1.7383
4 O -0.6059 -2.2015 -0.5639
5 O -1.0137 0.2939 -0.0468
6 O 0.9731 -0.5307 0.2873
7 S -0.3455 -1.2844 0.4593
8 H 1.2462 2.3702 -1.0619

The frontier orbital gap comes out at 12.12 eV. The total charge is 0.

natural (NBO) population analysis, charges in e, atoms 1 to 2: 0.8665, -0.6687

x.
Computed, not measured: CHNO4S in the gas phase, with the ωB97M-V functional and the def2-TZVPD basis.

Cartesian coordinates (Å):
1 O 2.0285 -0.8468 0.7698
2 N 1.0767 -0.1109 0.7555
3 O 0.7886 0.6838 1.6000
4 C 0.2862 -0.3083 -0.3693
5 S -1.2459 0.2982 -0.4429
6 O -2.0543 -0.0831 -1.5846
7 O -1.5745 1.3022 0.4940
8 H 0.6948 -0.9352 -1.2224

The frontier orbital gap comes out at 9.44 eV. The total charge is 0.

natural (NBO) population analysis, charges in e, atoms 1 to 2: -0.3767, 0.4958

y.
Computed, not measured: CHNO4S in the gas phase, with the ωB97M-V functional and the def2-TZVPD basis.

Cartesian coordinates (Å):
1 O -0.1546 -0.5579 1.4599
2 C -0.2423 -0.2887 0.3124
3 O -1.2436 0.3846 -0.2774
4 S -2.7292 0.7057 0.5586
5 O -2.6880 1.9418 1.2344
6 N -3.5119 1.0938 -1.1869
7 O -3.1369 2.1643 -1.5802
8 H 0.6793 -0.3732 -0.3867

The frontier orbital gap comes out at 8.14 eV. The total charge is 0.

natural (NBO) population analysis, charges in e, atoms 1 to 2: -0.5410, 0.6511

w comes first in stability; the runner-up is 0.0488 hartree higher.

w.
Computed, not measured: C2H3N3O2 in the gas phase, with the ωB97M-V functional and the def2-TZVPD basis.

Cartesian coordinates (Å):
1 O 2.3738 0.4025 0.0079
2 N 1.4982 -0.7033 -0.0303
3 C 0.3000 -0.2751 0.0176
4 C -0.2919 1.0686 0.0314
5 N -1.5739 0.9753 0.0027
6 N -1.9162 -0.3229 -0.1679
7 O -0.7444 -1.1288 0.0593
8 H 3.2203 -0.0410 -0.0787
9 H 0.2082 2.0306 0.0563
10 H -2.5687 -0.5844 0.5593

The frontier orbital gap comes out at 9.21 eV. The total charge is 0.

natural (NBO) population analysis, charges in e, atoms 1 to 2: -0.5808, -0.1955

x.
Computed, not measured: C2H3N3O2 in the gas phase, with the ωB97M-V functional and the def2-TZVPD basis.

Cartesian coordinates (Å):
1 C 1.0092 -0.9243 -0.1113
2 C 1.6686 0.2307 -0.0301
3 N -0.2921 -1.3079 -0.1140
4 N 2.3725 1.2144 -0.2707
5 N -1.6479 0.6558 -0.1291
6 O -1.3740 -0.6188 -0.0177
7 O -2.9928 0.7669 -0.0379
8 H 1.7551 -1.8428 -0.0938
9 H 2.7588 1.8787 0.4092
10 H -3.2574 -0.0526 0.3954

The frontier orbital gap (alpha / beta) comes out at 8.05 / 8.36 eV. The total charge is 0.

natural (NBO) population analysis, charges in e, atoms 1 to 2: -0.2775, 0.3982

y.
Computed, not measured: 2 unconnected molecules or ions with the total composition C2H3N3O2, with the ωB97M-V functional and the def2-TZVPD basis.

Cartesian coordinates (Å):
1 N 1.4347 0.4820 -1.1201
2 C 0.3367 0.3097 -0.3302
3 N 0.6393 0.9508 0.9959
4 O -0.2287 0.8080 1.8028
5 C -2.4048 -1.1171 1.6747
6 O -1.6770 -1.9703 1.8662
7 N -0.7692 -0.2688 -0.5290
8 H 1.3551 0.3693 -2.1177
9 H 2.1439 1.1156 -0.7828
10 H -0.8300 -0.6793 -1.4597

The frontier orbital gap comes out at 8.76 eV. The total charge is 0.

natural (NBO) population analysis, charges in e, atoms 1 to 2: -0.8155, 0.4512

z.
Computed, not measured: 2 unconnected molecules or ions with the total composition C2H3N3O2, with the ωB97M-V functional and the def2-TZVPD basis.

Cartesian coordinates (Å):
1 N 1.5786 -0.6438 -0.8040
2 C 0.4204 -0.2883 -0.1841
3 N 0.6153 -0.4263 1.2908
4 O -0.4041 -0.3738 1.9127
5 C -1.9885 1.4500 1.1106
6 O -3.0224 0.9966 0.9666
7 N -0.6833 0.1287 -0.6385
8 H 1.7038 -0.4199 -1.7777
9 H 2.4060 -0.7336 -0.2346
10 H -0.6700 0.3081 -1.6394

The frontier orbital gap (alpha / beta) comes out at 8.67 / 8.67 eV. The total charge is 0.

natural (NBO) population analysis, charges in e, atoms 1 to 2: -0.8129, 0.4584

y comes first in stability; the runner-up is 0.0049 hartree higher.